1.
Entry from the Open Molecules 2025 dataset: C5H12N2O2Sn as an isolated structure in a non-equilibrium geometry (ωB97M-V/def2-TZVPD).

Atoms and positions in Å:
Sn: 25.3092 24.5069 4.2013
C: 29.0875 21.8708 5.3250
C: 27.9304 21.4058 4.4842
O: 26.8796 22.0029 4.4354
N: 28.1837 20.3231 3.7538
C: 27.2455 19.6269 2.8263
H: 28.8254 22.5564 6.1309
H: 29.6629 22.5124 4.6576
H: 29.7229 21.0743 5.7122
H: 29.0686 19.8515 3.8752
H: 27.5879 19.7722 1.8018
H: 26.2696 20.1126 2.8297
H: 27.1660 18.5410 2.8779
O: 26.0690 27.2978 4.8521
C: 26.2207 28.0329 5.8783
N: 25.3798 27.9456 6.9196
C: 27.2569 29.1428 5.8786
H: 24.5198 27.4546 6.7213
H: 25.4560 28.4920 7.7656
H: 28.2449 28.7386 6.0990
H: 27.1406 29.8700 6.6822
H: 27.1450 29.5725 4.8832

Properties
electronic energy	-18279.4948	eV
expectation value of S²	0.753
HOMO level (spin up / spin down)	-11.14 / -13.01	eV
net charge	+1
frontier orbital gap (spin up / spin down)	6.09 / 8.11	eV
ΔE to the lowest compared entry with this formula, charge and spin	0.0	kcal per mole
multiplicity	2

=====

2.
Entry from the Open Molecules 2025 dataset: one molecule with the formula C5H12N2O3 in a non-equilibrium geometry (ωB97M-V/def2-TZVPD).

Atoms and positions in Å:
C: -1.6739 -0.5860 -1.2074
C: -0.6997 -0.0341 -0.1535
C: -1.3807 1.1188 0.7092
N: -0.2914 -1.1571 0.6531
C: 0.5546 0.3872 -0.9097
O: 0.5921 0.5599 -2.1097
C: 1.9222 0.5770 -0.0006
N: 2.6169 -0.5544 0.4456
O: 1.5764 1.3884 1.0934
O: 2.8931 1.2708 -0.7927
H: -1.1749 -0.9084 -2.0737
H: -2.2161 -1.4462 -0.6965
H: -2.3635 0.1333 -1.4995
H: -1.6253 0.7389 1.6272
H: -0.6018 1.9824 0.7012
H: -2.2426 1.5402 0.1846
H: 0.1062 -0.7403 1.5505
H: -1.2522 -1.4564 0.9384
H: 3.2440 -0.6248 -0.2515
H: 2.0623 -1.2921 0.6517
H: 2.4788 1.4969 1.5149
H: 2.4467 1.7069 -1.4450

Properties
electronic energy	-14500.9947	eV
SMILES	CC(C)(N)C(=O)C(N)(O)O
HOMO level	-9.41	eV
frontier orbital gap	10.21	eV
ΔE to the lowest compared entry with this formula, charge and spin	57.9	kcal per mole

=====

3.
Entry from the Open Molecules 2025 dataset: a 2-piece molecular cluster, C5H12N2O3 overall in a non-equilibrium geometry (ωB97M-V/def2-TZVPD).

Atoms and positions in Å:
C: 1.1325 1.2588 1.5841
C: 1.1694 0.7313 0.3347
O: 2.3665 0.3820 -0.2168
C: 0.0624 -0.5190 0.0264
N: 0.6463 -1.6334 0.7513
O: 0.1603 -0.8366 -1.3018
N: -1.2509 -0.0647 0.3773
C: -2.3098 -1.0637 0.3917
H: 0.2140 1.5453 2.0665
H: 2.0525 1.4972 2.0896
H: 2.2766 -0.5518 -0.4825
H: 0.5982 -1.4877 1.7516
H: 0.1872 -2.5045 0.5158
H: -0.2520 -0.1232 -1.9032
H: -1.2382 0.4962 1.2144
H: -3.2475 -0.5571 0.6161
H: -2.1745 -1.8558 1.1455
H: -2.4025 -1.5180 -0.5949
C: 0.4916 1.6202 -2.1170
O: 0.4994 2.0271 -0.9228
H: -0.4270 1.7199 -2.7038
H: 1.4455 1.4376 -2.6224

Properties
electronic energy	-14498.3691	eV
SMILES	C=C(O)[C@](N)(O)NC.C=O
HOMO level (spin up / spin down)	-7.72 / -7.72	eV
frontier orbital gap (spin up / spin down)	7.45 / 7.45	eV
ΔE to the lowest compared entry with this formula, charge and spin	118.5	kcal per mole

=====

4.
Entry from the Open Molecules 2025 dataset: one molecule with the formula C5H12N2O3 in a non-equilibrium geometry (ωB97M-V/def2-TZVPD).

Atoms and positions in Å:
C: 1.5959 -1.0819 0.2137
C: 0.8134 -0.3019 -0.5538
C: 1.2444 0.1233 -1.9315
N: -0.7839 -0.4763 -0.4982
C: -1.3306 -1.7538 -0.0330
C: -1.3477 0.9667 0.4559
O: -2.1898 1.6553 -0.0806
O: -1.4222 0.6317 1.7737
O: 0.3142 1.5213 0.2626
N: 1.1410 1.7675 1.4046
H: 1.3173 -1.3714 1.2172
H: 2.6269 -1.2406 -0.0725
H: 2.2638 0.5110 -1.8819
H: 1.2104 -0.7083 -2.6417
H: 0.6200 0.9310 -2.3183
H: -1.1879 -0.1882 -1.3865
H: -0.8443 -2.0403 0.8971
H: -1.1794 -2.5258 -0.7870
H: -2.3986 -1.6427 0.1644
H: -2.2227 1.0773 2.0969
H: 0.6301 1.3667 2.1949
H: 1.1297 2.7795 1.5040

Properties
electronic energy	-14497.8116	eV
SMILES	C=C(C)[N@@H+](C)[C@@]([O-])(O)ON
HOMO level	-7.93	eV
frontier orbital gap	8.55	eV
ΔE to the lowest compared entry with this formula, charge and spin	131.3	kcal per mole

=====

5.
Entry from the Open Molecules 2025 dataset: one molecule with the formula C5H12N2O3Si in a non-equilibrium geometry (ωB97M-V/def2-TZVPD).

Atoms and positions in Å:
C: 1.0774 -0.9306 -1.5581
Si: 0.6522 0.4898 -0.4585
C: 0.9619 2.0963 -1.3509
C: 1.5525 0.4982 1.1651
C: -1.1331 0.1410 0.2241
C: -1.6009 -1.5611 0.2407
N: -1.0339 -2.3104 1.3255
O: -0.4098 -3.2827 0.9364
O: -1.1125 -2.0021 2.4938
N: -2.0218 0.8672 0.7274
O: -1.8059 2.1901 0.8710
H: 2.0016 -0.7538 -2.0684
H: 1.0731 -1.8826 -0.9851
H: 0.4794 -1.1302 -2.4009
H: 2.0281 2.2145 -1.5227
H: 0.4945 1.7842 -2.3026
H: 0.2771 2.8738 -0.7962
H: 1.3351 1.4087 1.8176
H: 1.3277 -0.4765 1.7331
H: 2.6442 0.5728 1.0771
H: -1.3418 -1.9557 -0.6719
H: -2.7423 -1.3403 0.3996
H: -2.7028 2.4894 1.1042

Properties
electronic energy	-22374.7549	eV
SMILES	C[Si](C)(C)/C(C[N+](=O)[O-])=N\O
HOMO level	-9.63	eV
frontier orbital gap	9.73	eV
ΔE to the lowest compared entry with this formula, charge and spin	42.7	kcal per mole

=====

6.
Entry from the Open Molecules 2025 dataset: one molecule with the formula C5H12N2O4S in a non-equilibrium geometry (ωB97M-V/def2-TZVPD).

Atoms and positions in Å:
C: 1.8915 -0.2010 -1.2229
N: 1.0570 -0.1381 -0.0521
C: 1.3525 -1.0681 1.0421
C: 1.1298 1.2479 0.4656
C: -0.6096 -0.3482 -0.5845
C: -1.0745 0.9825 -1.5123
O: -1.9771 1.6316 -1.0136
O: -0.3284 1.2676 -2.4215
S: -1.6525 -0.3868 0.9248
N: -3.2568 -0.3109 0.6255
O: -1.1601 0.5498 1.8126
O: -1.4857 -1.7874 1.3031
H: 1.5543 0.3234 -2.1050
H: 2.8692 0.4218 -0.9285
H: 2.0410 -1.2368 -1.4849
H: 1.0549 -2.0557 0.6315
H: 2.4045 -0.9812 1.1354
H: 0.7533 -0.8437 1.9261
H: 0.7184 1.4845 1.4836
H: 2.2418 1.5689 0.4341
H: 0.5823 1.8432 -0.2264
H: -0.5943 -1.3928 -1.1010
H: -3.7010 -1.0789 0.1355
H: -3.8106 0.5085 0.7329

Properties
electronic energy	-27381.6363	eV
SMILES	C[N+](C)(C)[C@H](C(=O)[O-])S(N)(=O)=O
HOMO level	-9.08	eV
frontier orbital gap	9.41	eV
ΔE to the lowest compared entry with this formula, charge and spin	48.2	kcal per mole

=====

7.
Entry from the Open Molecules 2025 dataset: a 2-piece molecular cluster, C5H12N2OS overall in a non-equilibrium geometry (ωB97M-V/def2-TZVPD).

Atoms and positions in Å:
C: -1.5978 0.4979 -0.5642
C: 0.1602 -0.8984 -1.5277
C: 0.7498 1.4841 -0.7624
C: 0.2728 -0.2112 0.8718
C: -0.1092 0.1843 -0.4965
N: -0.5896 -0.3550 1.9389
N: 1.5228 -0.4995 1.2438
O: 1.7505 -0.8179 2.4715
S: 2.9488 -0.2839 0.2981
H: -2.0657 0.1435 -1.5113
H: -1.7022 1.6313 -0.6767
H: -2.1483 -0.0797 0.2685
H: 1.1671 -1.2409 -1.4400
H: 0.2206 -0.5235 -2.6066
H: -0.6162 -1.6676 -1.4848
H: 1.6743 1.1893 -1.3598
H: 0.2898 2.0898 -1.4778
H: 0.9971 2.0265 0.1004
H: -1.3194 -2.3547 1.8509
H: -0.2239 -0.6432 2.9231
H: -1.3815 0.3288 1.9406

Properties
electronic energy	-21235.6108	eV
HOMO level (spin up / spin down)	-8.23 / -8.26	eV
frontier orbital gap (spin up / spin down)	6.37 / 7.75	eV
ΔE to the lowest compared entry with this formula, charge and spin	131.0	kcal per mole

=====

8.
Entry from the Open Molecules 2025 dataset: one molecule with the formula C5H12N2S in a non-equilibrium geometry (ωB97M-V/def2-TZVPD).

Atoms and positions in Å:
C: -2.2144 -0.6339 -0.5201
N: -1.1362 0.2593 -0.5525
C: -0.2853 -0.0970 0.6133
C: 0.6450 -1.2668 0.4417
C: 1.5370 -0.2738 -0.4769
S: 3.2553 -0.1893 -0.4346
C: 0.8705 0.8451 0.3267
N: 0.5198 2.2339 -0.1394
H: -3.3450 -0.4060 0.1104
H: -1.7375 -1.6835 -0.4139
H: -2.7305 -0.6128 -1.6323
H: -1.6228 1.0468 0.1147
H: -1.1246 -0.2881 1.3026
H: 1.3167 -1.3757 1.4044
H: 0.1491 -2.2327 -0.0592
H: 1.2262 -0.3868 -1.6435
H: 3.3799 -0.3091 0.8932
H: 1.7057 0.9455 1.2210
H: -0.1081 1.7562 -1.0162
H: -0.3009 2.6688 0.4607

Properties
electronic energy	-19189.2240	eV
SMILES	CN[C@H]1C[C@H](S)[C@H]1N
HOMO level	-8.91	eV
frontier orbital gap	9.59	eV
ΔE to the lowest compared entry with this formula, charge and spin	126.6	kcal per mole

=====

9.
Entry from the Open Molecules 2025 dataset: a 3-piece molecular cluster, C5H12N2S overall in a non-equilibrium geometry (ωB97M-V/def2-TZVPD).

Atoms and positions in Å:
C: -2.4572 -0.7312 -0.5437
C: -1.0924 -0.0466 -0.2990
C: -1.1624 0.3984 1.1171
C: 0.9770 -1.2687 -0.2677
C: 1.5773 1.3889 -0.7577
H: -2.7621 -0.5532 -1.7453
H: -3.5349 -0.2664 0.3210
H: -2.1054 -2.2072 -0.3195
H: -0.8453 1.0147 -0.7627
H: -1.8082 1.3015 1.2328
H: -1.4373 -0.5762 1.7034
H: -0.1029 0.9896 1.2571
H: 1.4404 -2.2590 0.3256
H: 1.2017 1.4819 -1.6342
H: 2.5673 1.9818 -0.6122
H: 0.9193 1.5915 0.1669
H: 3.4699 -0.0884 1.4476
N: -0.3256 -1.2746 -0.3138
N: 1.9321 -0.2033 -0.3797
S: 3.5487 -0.6733 0.0641

Properties
electronic energy	-19186.8136	eV
HOMO level	-8.83	eV
frontier orbital gap	9.33	eV
ΔE to the lowest compared entry with this formula, charge and spin	182.2	kcal per mole

=====

10.
Entry from the Open Molecules 2025 dataset: one molecule with the formula C5H12N2SSi in a non-equilibrium geometry (ωB97M-V/def2-TZVPD).

Atoms and positions in Å:
C: 0.4440 0.2444 0.7776
C: 2.5666 1.1999 1.0482
C: 3.0742 0.3524 -0.1221
C: -1.5405 -2.1501 0.0406
C: -1.0255 0.5795 -1.7870
N: 1.1614 1.0966 1.2068
N: -2.3692 0.7140 0.6700
Si: -1.1799 -0.2740 -0.0343
S: 2.2525 -1.1525 -0.2999
H: 3.0864 0.6635 1.9502
H: 2.8636 2.3344 1.1546
H: 2.8904 1.0640 -1.0495
H: 4.1554 0.4781 0.0845
H: -0.5899 -2.4113 0.4879
H: -2.3269 -2.1559 0.8653
H: -1.7599 -2.9080 -0.6451
H: -0.8755 1.6116 -1.6280
H: -0.1052 0.1500 -2.1675
H: -1.7442 0.3899 -2.6246
H: -3.1409 1.0605 0.0752
H: -2.5368 0.9204 1.6897

Properties
electronic energy	-27071.3404	eV
HOMO level	-7.84	eV
frontier orbital gap	8.23	eV
ΔE to the lowest compared entry with this formula, charge and spin	23.1	kcal per mole

=====

11.
Entry from the Open Molecules 2025 dataset: an isolated ion of composition C5H12N3 and charge +1 in a non-equilibrium geometry (ωB97M-V/def2-TZVPD).

Atoms and positions in Å:
C: -1.7099 -1.8473 -0.5119
C: -0.9329 -0.9051 0.2747
C: 0.4620 -0.6714 -0.1838
N: 1.6568 -0.6592 0.6436
C: 2.8505 -0.2291 0.3760
N: 3.3075 0.4766 -0.7410
N: -0.5241 0.4338 -0.3088
C: -0.4461 1.5983 0.6105
H: -2.6018 -1.9036 0.0748
H: -1.2753 -2.7555 -0.7101
H: -1.9847 -1.3938 -1.4483
H: -1.2278 -0.8173 1.3108
H: 0.5409 -1.3726 -0.9939
H: 3.5643 -0.5332 1.0828
H: 2.7313 0.8918 -1.4334
H: 4.3073 0.6389 -0.8327
H: -0.9417 0.6780 -1.1477
H: -0.9798 1.4659 1.5108
H: 0.5410 1.8348 0.9143
H: -0.8683 2.4953 0.0449

Properties
electronic energy	-9841.4009	eV
SMILES	C[C@H]1[C@H](/N=C\N)[N@@H+]1C
HOMO level	-13.51	eV
net charge	+1
frontier orbital gap	10.62	eV
ΔE to the lowest compared entry with this formula, charge and spin	64.8	kcal per mole

=====

12.
Entry from the Open Molecules 2025 dataset: C5H12N3O as an isolated structure in a non-equilibrium geometry (ωB97M-V/def2-TZVPD).

Atoms and positions in Å:
C: 1.6757 0.9343 0.8043
C: -1.1614 -0.1010 -1.4853
C: 0.0981 -0.6918 -0.8729
C: -1.4082 1.1874 -0.5610
C: 0.2131 -0.2797 0.5547
N: 2.5210 0.9716 -0.1748
N: 0.2208 -1.2508 1.5462
N: -1.0730 0.5983 0.7809
O: 1.5118 1.5104 1.8211
H: -0.9262 0.2623 -2.4701
H: -2.0436 -0.7262 -1.4048
H: 0.0584 -1.7593 -0.9033
H: 0.9327 -0.2374 -1.3962
H: -0.6571 2.0401 -0.8391
H: -2.4520 1.4480 -0.5778
H: 2.2653 0.5791 -1.1064
H: 3.3274 1.5131 -0.1238
H: 0.7553 -0.9144 2.3758
H: 0.2259 -2.3207 1.4145
H: -0.8030 1.2494 1.5361
H: -1.7635 -0.0801 1.2105

Properties
electronic energy	-11890.1491	eV
HOMO level	-13.06	eV
net charge	+1
frontier orbital gap	10.21	eV
ΔE to the lowest compared entry with this formula, charge and spin	46.3	kcal per mole